[1]
C23H37BF3N2O7 | the ωB97M-V functional and the def2-TZVPD basis

## Properties
- LUMO energy: 2.227 eV
- Kohn-Sham gap: 6.9 eV

ORCA input file:
```
! RIJCOSX wB97M-V def2-TZVPD def2/J DEFGRID3
* xyz -1 1
C -1.18 -3.43 1.46
C -0.05 -2.74 1.21
C 0.28 -2.03 -0.17
O -0.11 -0.65 -0.22
B 0.85 0.18 0.57
C -0.05 0.53 1.93
C -0.85 1.86 1.59
C -2.29 1.92 2.27
C -2.88 3.36 1.99
N -3.78 3.44 0.83
C -5.15 3.68 0.96
C -5.81 3.74 -0.32
C -4.71 3.51 -1.31
C -3.52 3.34 -0.52
C 1.57 1.45 -0.19
C 2.62 2.03 0.86
C 3.08 3.49 0.53
F 3.83 3.62 -0.60
F 1.99 4.33 0.54
F 3.89 3.92 1.60
O 1.98 -0.78 0.74
C 1.87 -1.83 -0.25
C 2.82 -2.93 0.42
C 4.32 -2.51 0.14
C 5.35 -3.10 1.18
C 6.81 -2.81 0.59
N 7.14 -1.36 0.53
C 2.43 -1.55 -1.70
O 1.45 -1.09 -2.65
O 0.91 -2.23 -3.23
H -1.15 -4.18 2.29
H -2.16 -3.26 0.94
H 0.68 -2.62 2.05
H -0.22 -2.71 -0.89
H -0.83 -0.26 2.11
H 0.61 0.62 2.83
H -1.05 1.91 0.48
H -0.24 2.76 1.86
H -2.09 1.88 3.38
H -2.96 1.09 1.96
H -2.00 4.02 1.74
H -3.40 3.80 2.87
H -5.60 3.79 1.97
H -6.88 3.94 -0.53
H -4.80 3.52 -2.41
H -2.51 3.18 -0.95
H 2.19 1.14 -1.08
H 0.86 2.24 -0.56
H 3.52 1.35 0.92
H 2.20 2.07 1.90
H 2.60 -3.90 -0.10
H 2.69 -2.95 1.52
H 4.48 -1.41 0.07
H 4.62 -2.94 -0.86
H 5.29 -2.65 2.21
H 5.27 -4.22 1.21
H 7.61 -3.39 1.11
H 6.76 -3.16 -0.48
H 6.53 -0.82 1.15
H 7.02 -1.02 -0.42
H 2.80 -2.54 -2.10
H 3.25 -0.79 -1.68
H -0.04 -2.07 -3.39
C -5.67 -1.68 -3.17
C -5.49 -0.25 -3.61
O -5.81 0.49 -2.44
C -5.61 -0.34 -1.37
O -5.63 0.01 -0.24
O -5.39 -1.62 -1.78
H -4.99 -2.36 -3.68
H -6.70 -2.03 -3.31
H -4.46 -0.03 -3.89
H -6.15 0.02 -4.43
*
```

Charges in e, computed with Mulliken, in the same order as the atoms: number 1, C, carries -0.81; number 2, C, carries -0.38; number 3, C, carries -0.13; number 4, O, carries -0.60; number 5, B, carries 1.21; number 6, C, carries -1.16; number 7, C, carries 0.01; number 8, C, carries -0.50; number 9, C, carries -0.82; number 10, N, carries 0.29; number 11, C, carries -0.30; number 12, C, carries -0.59; number 13, C, carries -0.51; number 14, C, carries -0.30; number 15, C, carries -0.70; number 16, C, carries -0.48; number 17, C, carries 0.86; number 18, F, carries -0.28; number 19, F, carries -0.24; number 20, F, carries -0.32; number 21, O, carries -0.67; number 22, C, carries 1.31; number 23, C, carries -0.87; number 24, C, carries 0.05; number 25, C, carries -0.63; number 26, C, carries -0.65; number 27, N, carries -0.63; number 28, C, carries -1.36; number 29, O, carries -0.15; number 30, O, carries -0.51; number 31, H, carries 0.24; number 32, H, carries 0.26; number 33, H, carries 0.18; number 34, H, carries 0.39; number 35, H, carries 0.23; number 36, H, carries 0.24; number 37, H, carries -0.16; number 38, H, carries 0.28; number 39, H, carries 0.25; number 40, H, carries 0.36; number 41, H, carries 0.33; number 42, H, carries 0.37; number 43, H, carries 0.26; number 44, H, carries 0.34; number 45, H, carries 0.40; number 46, H, carries 0.33; number 47, H, carries 0.37; number 48, H, carries 0.28; number 49, H, carries 0.06; number 50, H, carries 0.12; number 51, H, carries 0.33; number 52, H, carries 0.33; number 53, H, carries -0.01; number 54, H, carries 0.19; number 55, H, carries 0.28; number 56, H, carries 0.32; number 57, H, carries 0.31; number 58, H, carries 0.28; number 59, H, carries 0.28; number 60, H, carries 0.30; number 61, H, carries 0.53; number 62, H, carries 0.27; number 63, H, carries 0.31; number 64, C, carries -0.35; number 65, C, carries -0.32; number 66, O, carries -0.25; number 67, C, carries 0.61; number 68, O, carries -0.48; number 69, O, carries -0.34; number 70, H, carries 0.30; number 71, H, carries 0.26; number 72, H, carries 0.28; number 73, H, carries 0.28

[2]
C23H37Br2Cl11IN3O5P3 | the ωB97M-V functional and the def2-TZVPD basis

## Properties
- LUMO energy: -3.618 eV
- Kohn-Sham gap: 7.9 eV

ORCA input file:
```
! RIJCOSX wB97M-V def2-TZVPD def2/J DEFGRID3
* xyz 1 1
C 0.70 1.59 2.01
C 0.31 0.42 3.08
Cl 0.29 0.91 4.90
C 0.01 -1.02 2.72
Cl -0.33 -2.16 4.14
C 0.08 -1.43 1.11
C 0.12 -3.06 0.85
C 1.65 -3.47 0.31
C 2.17 -3.09 -1.19
C 3.68 -3.40 -1.81
C 4.65 -4.16 -0.68
C 3.93 -4.46 0.75
N 2.57 -4.16 1.26
N -0.87 -3.55 -0.19
P -0.66 -5.30 -0.36
O -1.88 -6.23 0.47
Br -0.97 -5.76 -2.61
C -2.24 -3.08 0.25
O -2.63 -3.52 1.62
I -3.88 -3.82 -1.07
C -2.32 -1.41 0.30
Br -3.58 -0.96 -1.24
P -3.44 -0.98 1.84
P -4.02 1.16 1.78
O -5.43 1.39 1.08
O -4.22 1.64 3.48
O -2.79 2.20 1.12
N -1.00 -0.72 0.28
C -0.49 -0.34 -1.09
C -0.87 1.24 -1.52
C 0.30 1.77 -2.60
Cl 1.32 3.11 -1.84
H -0.21 2.10 1.47
H 1.50 1.12 1.26
H 1.29 2.46 2.57
H 1.17 -1.06 0.81
H -0.04 -3.72 1.80
H 1.40 -2.54 -1.90
H 4.04 -3.10 -2.89
H 5.77 -4.44 -0.91
H 4.65 -5.01 1.54
H -0.64 -3.12 -1.14
H -2.48 -6.62 -0.25
H -3.46 -4.11 1.51
H -2.73 -1.12 3.07
H -3.40 2.14 3.77
H -2.29 2.56 1.91
H -0.78 -1.11 -1.95
H 0.71 -0.32 -1.16
H -1.88 1.27 -2.14
H -0.85 1.97 -0.61
H 1.01 0.89 -2.95
H -0.20 2.18 -3.61
Cl 5.77 2.65 4.51
C 4.25 1.78 4.81
C 4.17 0.47 4.03
Cl 4.02 0.73 2.28
H 3.42 2.44 4.55
H 4.21 1.57 5.88
H 3.29 -0.10 4.34
H 5.06 -0.15 4.21
Cl -5.46 -4.15 -2.84
C -6.92 -4.65 -3.73
C -6.98 -6.15 -3.95
Cl -5.73 -6.70 -5.10
H -6.95 -4.10 -4.67
H -7.78 -4.33 -3.12
H -7.94 -6.43 -4.38
H -6.85 -6.70 -3.02
Cl 3.31 7.32 -5.02
C 2.10 7.48 -3.72
C 1.40 6.17 -3.43
Cl 0.33 5.66 -4.76
H 1.39 8.26 -4.01
H 2.64 7.82 -2.83
H 0.76 6.27 -2.54
H 2.11 5.36 -3.24
Cl 2.21 4.32 1.61
C 3.36 5.56 1.05
C 2.77 6.96 1.11
Cl 1.48 7.20 -0.08
H 3.67 5.30 0.04
H 4.24 5.50 1.70
H 3.55 7.70 0.89
H 2.37 7.19 2.10
*
```

Charges in e, computed with Mulliken, in the same order as the atoms: number 1, C, carries -0.26; number 2, C, carries 0.18; number 3, Cl, carries -0.18; number 4, C, carries -0.76; number 5, Cl, carries -0.10; number 6, C, carries -0.28; number 7, C, carries -0.61; number 8, C, carries 0.06; number 9, C, carries -0.01; number 10, C, carries -0.52; number 11, C, carries -0.35; number 12, C, carries -0.14; number 13, N, carries -0.43; number 14, N, carries 0.31; number 15, P, carries 0.34; number 16, O, carries -0.47; number 17, Br, carries -0.16; number 18, C, carries -0.50; number 19, O, carries -0.46; number 20, I, carries 0.43; number 21, C, carries -0.44; number 22, Br, carries 0.00; number 23, P, carries 0.01; number 24, P, carries 0.89; number 25, O, carries -0.60; number 26, O, carries -0.51; number 27, O, carries -0.48; number 28, N, carries 1.18; number 29, C, carries -0.86; number 30, C, carries -0.11; number 31, C, carries -0.46; number 32, Cl, carries -0.18; number 33, H, carries 0.05; number 34, H, carries 0.20; number 35, H, carries 0.04; number 36, H, carries 0.81; number 37, H, carries 0.67; number 38, H, carries 0.09; number 39, H, carries 0.34; number 40, H, carries 0.32; number 41, H, carries 0.31; number 42, H, carries 0.52; number 43, H, carries 0.39; number 44, H, carries 0.47; number 45, H, carries 0.07; number 46, H, carries 0.30; number 47, H, carries 0.23; number 48, H, carries 0.31; number 49, H, carries 0.22; number 50, H, carries 0.34; number 51, H, carries -0.03; number 52, H, carries 0.29; number 53, H, carries 0.34; number 54, Cl, carries -0.19; number 55, C, carries -0.34; number 56, C, carries -0.34; number 57, Cl, carries -0.14; number 58, H, carries 0.19; number 59, H, carries 0.35; number 60, H, carries 0.11; number 61, H, carries 0.43; number 62, Cl, carries -0.04; number 63, C, carries -0.49; number 64, C, carries -0.46; number 65, Cl, carries -0.16; number 66, H, carries 0.35; number 67, H, carries 0.30; number 68, H, carries 0.34; number 69, H, carries 0.32; number 70, Cl, carries -0.19; number 71, C, carries -0.36; number 72, C, carries -0.19; number 73, Cl, carries -0.21; number 74, H, carries 0.37; number 75, H, carries 0.21; number 76, H, carries 0.14; number 77, H, carries 0.24; number 78, Cl, carries -0.12; number 79, C, carries -0.57; number 80, C, carries -0.45; number 81, Cl, carries -0.17; number 82, H, carries 0.28; number 83, H, carries 0.32; number 84, H, carries 0.32; number 85, H, carries 0.36

[3]
C23H37CoF6N2O6S2Sb2 | the ωB97M-V functional and the def2-TZVPD basis

## Properties
- ΔE to the lowest compared entry with this formula, charge and spin: 2.014 eV
- LUMO energy (spin up / spin down): -4.869 / -7.617 eV
- Kohn-Sham gap (spin up / spin down): 8.2 / 6.3 eV

ORCA input file:
```
! RIJCOSX wB97M-V def2-TZVPD def2/J DEFGRID3
* xyz 2 5
Co 0.91 -0.26 1.44
C -1.97 -3.48 -1.12
Sb -2.07 -1.45 -0.36
C -4.21 -1.73 -0.03
C -2.33 -0.43 -2.72
C -1.33 -0.92 -3.58
C -1.64 -2.01 -4.42
C -0.78 -2.41 -5.43
C 0.44 -1.75 -5.60
C 0.80 -0.74 -4.73
C -0.04 -0.32 -3.70
C 0.44 0.73 -2.79
Sb 1.74 -0.06 -1.13
C 3.19 1.55 -1.12
C 2.95 -1.48 -2.22
H -2.61 -3.53 -2.00
H -2.36 -4.16 -0.35
H -0.96 -3.77 -1.40
H -4.74 -1.58 -0.96
H -4.60 -1.06 0.73
H -4.35 -2.77 0.31
H -2.32 0.60 -2.43
H -3.32 -0.82 -2.87
H -2.60 -2.49 -4.31
H -1.06 -3.21 -6.09
H 1.10 -2.04 -6.41
H 1.75 -0.24 -4.86
H -0.36 1.27 -2.29
H 1.12 1.41 -3.30
H 3.19 2.05 -2.08
H 4.17 1.13 -0.93
H 2.95 2.25 -0.33
H 3.56 -0.95 -2.94
H 2.32 -2.20 -2.73
H 3.60 -2.00 -1.52
F -0.22 -5.01 3.13
C 0.23 -4.65 1.94
F -0.46 -5.26 0.99
F 1.51 -4.97 1.83
S 0.03 -2.80 1.73
O 0.48 -2.47 0.40
O 0.77 -2.13 2.76
N -1.51 -2.56 1.87
S -1.88 -1.25 2.67
O -1.00 -0.18 2.24
O -3.25 -0.94 2.55
C -1.44 -1.53 4.47
F -0.41 -0.75 4.79
F -2.47 -1.21 5.24
F -1.12 -2.79 4.67
C 2.84 0.93 4.09
C 3.48 0.25 2.93
C 4.93 -0.07 3.03
O 2.84 -0.02 1.91
H 2.93 0.30 4.97
H 1.78 1.12 3.89
H 3.35 1.86 4.31
H 5.51 0.85 3.09
H 5.25 -0.64 2.17
H 5.13 -0.62 3.95
O 0.35 1.70 0.83
C -0.54 2.46 1.25
C -1.99 2.32 0.92
C -2.18 3.25 -0.31
C -1.63 4.68 -0.20
C -0.10 4.81 -0.28
C 0.61 4.55 1.07
N -0.23 3.64 1.84
H -2.62 2.64 1.75
H -2.26 1.29 0.65
H -3.25 3.30 -0.50
H -1.71 2.77 -1.18
H -2.01 5.18 0.69
H -2.04 5.23 -1.06
H 0.16 5.81 -0.62
H 0.27 4.11 -1.03
H 0.71 5.47 1.65
H 1.60 4.11 0.92
H -1.02 4.13 2.23
*
```

Charges in e, computed with Mulliken, in the same order as the atoms: number 1, Co, carries 1.71; number 2, C, carries -1.41; number 3, Sb, carries 0.91; number 4, C, carries -1.31; number 5, C, carries -2.28; number 6, C, carries 1.56; number 7, C, carries -0.73; number 8, C, carries -0.82; number 9, C, carries -0.63; number 10, C, carries -0.57; number 11, C, carries 0.59; number 12, C, carries 0.00; number 13, Sb, carries 1.24; number 14, C, carries -1.18; number 15, C, carries -1.47; number 16, H, carries 0.51; number 17, H, carries 0.54; number 18, H, carries 0.36; number 19, H, carries 0.44; number 20, H, carries 0.42; number 21, H, carries 0.43; number 22, H, carries 0.59; number 23, H, carries 0.67; number 24, H, carries 0.45; number 25, H, carries 0.44; number 26, H, carries 0.46; number 27, H, carries 0.47; number 28, H, carries -1.06; number 29, H, carries 0.88; number 30, H, carries 0.46; number 31, H, carries 0.41; number 32, H, carries 0.13; number 33, H, carries 0.42; number 34, H, carries 0.38; number 35, H, carries 0.51; number 36, F, carries -0.15; number 37, C, carries 0.59; number 38, F, carries -0.15; number 39, F, carries -0.17; number 40, S, carries 0.58; number 41, O, carries -0.47; number 42, O, carries -0.53; number 43, N, carries -0.42; number 44, S, carries 0.96; number 45, O, carries -0.85; number 46, O, carries -0.65; number 47, C, carries 0.63; number 48, F, carries -0.18; number 49, F, carries -0.17; number 50, F, carries -0.19; number 51, C, carries -1.13; number 52, C, carries 0.92; number 53, C, carries -1.42; number 54, O, carries -0.36; number 55, H, carries 0.39; number 56, H, carries 0.07; number 57, H, carries 0.42; number 58, H, carries 0.38; number 59, H, carries 0.31; number 60, H, carries 0.42; number 61, O, carries -0.43; number 62, C, carries -0.30; number 63, C, carries 0.31; number 64, C, carries 0.02; number 65, C, carries -1.22; number 66, C, carries -0.21; number 67, C, carries -0.78; number 68, N, carries -0.01; number 69, H, carries 0.48; number 70, H, carries -0.75; number 71, H, carries 0.47; number 72, H, carries -0.32; number 73, H, carries 0.36; number 74, H, carries 0.46; number 75, H, carries 0.50; number 76, H, carries 0.03; number 77, H, carries 0.54; number 78, H, carries 0.09; number 79, H, carries 0.43

- What is the formula in the first record?
  C23H37BF3N2O7